Molecular formula: C31H29GeN2PSSe2Ti
Method: DFT, the ωB97M-V functional and the def2-TZVPD basis

Last column: Löwdin charge in e.
Positions of all 68 atoms, in Å:
Ti (-0.252, -0.467, -1.562)  0.004
Se (0.833, 1.615, -0.875)  0.509
P (2.034, 0.143, 0.249)  0.345
Se (1.317, -1.866, -0.325)  0.527
C (1.839, 0.391, 2.011)  -0.408
C (1.892, 1.692, 2.514)  -0.090
C (1.897, 1.892, 3.883)  -0.048
C (1.854, 0.803, 4.744)  -0.049
C (1.791, -0.489, 4.243)  -0.056
C (1.780, -0.701, 2.874)  -0.095
C (3.764, 0.323, -0.187)  -0.407
C (4.261, 1.562, -0.591)  -0.103
C (5.622, 1.716, -0.802)  -0.052
C (6.480, 0.641, -0.612)  -0.042
C (5.984, -0.592, -0.210)  -0.048
C (4.627, -0.756, 0.006)  -0.090
H (1.936, 2.545, 1.847)  0.099
H (1.941, 2.897, 4.278)  0.119
H (1.869, 0.965, 5.814)  0.121
H (1.749, -1.333, 4.917)  0.121
H (1.724, -1.711, 2.488)  0.078
H (3.599, 2.407, -0.735)  0.078
H (6.014, 2.675, -1.111)  0.118
H (7.542, 0.766, -0.776)  0.120
H (6.656, -1.426, -0.063)  0.120
H (4.247, -1.719, 0.323)  0.093
C (-1.916, -1.241, 4.716)  -0.053
C (-1.616, 0.038, 4.270)  -0.071
C (-1.668, 0.328, 2.916)  -0.118
C (-2.029, -0.665, 2.002)  -0.313
C (-2.323, -1.950, 2.457)  -0.094
C (-2.263, -2.236, 3.811)  -0.056
Ge (-2.194, -0.169, 0.166)  1.045
C (-2.951, 1.540, -0.265)  -0.328
C (-2.714, 2.119, -1.516)  -0.160
C (-3.229, 3.364, -1.832)  -0.057
C (-3.992, 4.048, -0.893)  -0.048
C (-4.240, 3.484, 0.348)  -0.052
C (-3.722, 2.236, 0.664)  -0.088
C (-2.545, -1.527, -1.181)  -0.402
C (-1.951, -2.801, -1.115)  -0.170
C (-2.190, -3.747, -2.098)  -0.043
C (-3.008, -3.431, -3.177)  -0.041
C (-3.580, -2.171, -3.279)  -0.066
C (-3.342, -1.221, -2.298)  -0.120
H (-1.888, -1.463, 5.774)  0.117
H (-1.354, 0.812, 4.979)  0.115
H (-1.433, 1.331, 2.576)  0.107
H (-2.636, -2.725, 1.768)  0.100
H (-2.508, -3.227, 4.166)  0.116
H (-2.132, 1.598, -2.282)  0.072
H (-3.045, 3.800, -2.804)  0.116
H (-4.400, 5.020, -1.135)  0.118
H (-4.842, 4.015, 1.073)  0.118
H (-3.933, 1.805, 1.635)  0.106
H (-1.330, -3.069, -0.267)  0.071
H (-1.755, -4.733, -2.017)  0.124
H (-3.202, -4.174, -3.939)  0.124
H (-4.215, -1.929, -4.120)  0.125
H (-3.805, -0.245, -2.384)  0.110
N (1.991, 0.116, -4.164)  0.149
C (1.024, -0.630, -4.670)  -0.792
N (1.215, -1.278, -5.809)  0.139
S (-0.552, -0.805, -3.946)  0.711
H (2.895, 0.180, -4.608)  0.138
H (1.841, 0.665, -3.326)  0.035
H (2.068, -1.196, -6.342)  0.137
H (0.472, -1.838, -6.195)  0.116

Values from the calculation:
- HOMO-LUMO gap (alpha / beta) (eV) = 7.0 / 6.9
- E (eV) = -266034.9341
- HOMO level (alpha / beta) (eV) = -13.15 / -13.69
- charge = +2

Molecular formula: C31H29KN8O4S2
Method: DFT, the ωB97M-V functional and the def2-TZVPD basis

Last column: Löwdin charge in e.
Positions of all 75 atoms, in Å:
K (-1.998, 0.822, 0.279)  0.510
S (-4.637, 2.554, 1.138)  0.395
C (-5.972, 1.574, 0.572)  -0.842
C (-7.197, 2.315, 0.318)  -0.349
N (-8.147, 2.940, 0.116)  0.090
C (-5.972, 0.228, 0.335)  -0.853
S (-4.663, -0.903, 0.573)  0.385
C (-7.214, -0.351, -0.164)  -0.341
N (-8.186, -0.840, -0.549)  0.094
C (2.006, -3.714, -2.627)  -0.083
O (0.840, -2.934, -2.760)  -0.075
C (1.018, -1.636, -3.131)  -0.229
C (1.991, -1.233, -4.033)  -0.027
C (2.044, 0.094, -4.453)  -0.107
C (1.141, 1.017, -3.960)  -0.089
C (0.210, 0.625, -3.003)  0.004
C (0.147, -0.688, -2.573)  -0.168
N (-0.754, -1.076, -1.562)  0.119
C (-0.338, -1.599, -0.354)  -0.421
N (1.047, -1.631, -0.188)  0.129
C (1.706, -0.383, 0.124)  -0.224
C (0.985, 0.768, 0.416)  -0.063
C (1.798, 1.877, 0.725)  -0.176
C (3.186, 1.844, 0.747)  -0.142
C (3.865, 0.661, 0.446)  -0.078
C (3.106, -0.455, 0.127)  -0.230
O (3.663, -1.693, -0.176)  -0.123
C (5.062, -1.774, -0.172)  -0.125
N (-1.257, -1.991, 0.449)  0.148
C (-0.975, -2.498, 1.718)  -0.189
C (-1.616, -1.935, 2.815)  -0.010
C (-1.445, -2.433, 4.099)  -0.098
C (-0.635, -3.534, 4.309)  -0.119
C (-0.009, -4.146, 3.227)  -0.048
C (-0.185, -3.641, 1.944)  -0.211
O (0.383, -4.217, 0.831)  -0.105
C (1.083, -5.421, 1.012)  -0.097
H (1.691, -4.649, -2.167)  0.078
H (2.723, -3.209, -1.972)  0.087
H (2.469, -3.935, -3.595)  0.076
H (2.692, -1.955, -4.430)  0.096
H (2.802, 0.396, -5.166)  0.089
H (1.179, 2.053, -4.272)  0.094
H (-0.433, 1.362, -2.538)  0.089
H (-1.725, -0.806, -1.614)  0.117
H (1.342, -2.407, 0.385)  0.114
H (1.335, 2.833, 0.978)  0.054
H (3.755, 2.733, 1.009)  0.075
H (4.946, 0.624, 0.466)  0.079
H (5.315, -2.800, -0.437)  0.081
H (5.476, -1.544, 0.817)  0.086
H (5.508, -1.093, -0.906)  0.088
H (-2.306, -1.120, 2.629)  0.086
H (-1.967, -1.964, 4.923)  0.096
H (-0.497, -3.937, 5.305)  0.087
H (0.605, -5.021, 3.391)  0.088
H (1.395, -5.746, 0.021)  0.077
H (0.445, -6.189, 1.460)  0.093
H (1.970, -5.283, 1.640)  0.093
C (0.009, 5.535, -1.756)  -0.022
N (-0.446, 5.021, -0.477)  -0.044
C (-0.275, 5.702, 0.681)  -0.075
C (-0.689, 5.219, 1.865)  -0.008
C (-1.305, 3.913, 1.827)  -0.399
N (-1.448, 3.243, 0.721)  0.069
C (-1.064, 3.755, -0.485)  -0.504
O (-1.240, 3.196, -1.555)  0.032
N (-1.802, 3.358, 2.964)  0.159
H (0.350, 6.560, -1.612)  0.080
H (-0.809, 5.508, -2.473)  0.093
H (0.823, 4.920, -2.141)  0.096
H (0.205, 6.669, 0.590)  0.120
H (-0.564, 5.779, 2.778)  0.097
H (-1.982, 3.985, 3.730)  0.094
H (-2.561, 2.696, 2.797)  0.036

Values from the calculation:
- HOMO-LUMO gap (eV) = 4.3
- E (eV) = -90724.4917
- HOMO level (eV) = -0.55
- charge = -2

Molecular formula: C31H29N4OPY
Method: DFT, the ωB97M-V functional and the def2-TZVPD basis

Last column: natural (NBO) charge in e.
Positions of all 67 atoms, in Å:
Y (1.368, 0.784, 0.909)  2.002
C (-0.542, 2.667, 2.319)  -0.240
C (-1.332, 2.866, 1.189)  -0.276
C (-0.506, 3.268, 0.121)  -0.221
C (0.815, 3.272, 0.557)  -0.482
C (0.810, 2.885, 1.969)  -0.573
H (-0.908, 2.449, 3.309)  0.236
H (-2.409, 2.865, 1.177)  0.222
H (-0.849, 3.577, -0.853)  0.232
H (1.646, 3.765, 0.059)  0.250
H (1.593, 3.160, 2.670)  0.269
C (4.250, 1.668, 0.212)  -0.272
C (3.614, 0.090, -1.806)  -0.329
C (2.544, 1.068, -2.294)  -0.557
C (3.011, -1.216, -1.203)  -0.059
C (2.892, -2.365, -2.227)  -0.092
O (1.529, -2.754, -2.150)  -0.455
C (0.910, -1.981, -1.263)  0.631
N (1.634, -1.073, -0.695)  -0.675
C (-0.493, -2.333, -1.021)  -0.090
C (-0.903, -3.549, -1.593)  -0.171
C (-2.167, -4.059, -1.389)  -0.182
C (-3.064, -3.363, -0.592)  -0.161
C (-2.686, -2.151, -0.050)  -0.194
C (-1.415, -1.611, -0.249)  -0.288
P (-1.249, 0.090, 0.486)  0.779
C (-2.606, 0.794, -0.517)  -0.341
C (-2.164, 1.125, -1.798)  -0.146
C (-3.023, 1.697, -2.715)  -0.218
C (-4.336, 1.955, -2.353)  -0.176
C (-4.783, 1.627, -1.085)  -0.194
C (-3.925, 1.047, -0.166)  -0.213
C (-1.648, -0.429, 2.202)  -0.340
C (-2.787, -0.174, 2.952)  -0.154
C (-2.889, -0.652, 4.250)  -0.190
C (-1.848, -1.359, 4.823)  -0.191
C (-0.695, -1.608, 4.091)  -0.171
C (-0.602, -1.148, 2.793)  -0.235
H (3.712, 2.527, -0.209)  0.206
H (5.161, 2.028, 0.707)  0.233
H (4.041, 0.323, 1.686)  0.389
H (4.201, -0.220, -2.683)  0.254
H (1.903, 1.447, -1.475)  0.160
H (1.916, 0.572, -3.035)  0.232
H (3.021, 1.915, -2.780)  0.244
H (3.645, -1.531, -0.362)  0.226
H (3.519, -3.222, -1.972)  0.225
H (3.102, -2.056, -3.253)  0.204
H (-0.206, -4.098, -2.206)  0.243
H (-2.447, -4.998, -1.841)  0.232
H (-4.049, -3.760, -0.402)  0.231
H (-3.396, -1.597, 0.550)  0.218
H (-1.126, 0.931, -2.059)  0.203
H (-2.673, 1.949, -3.705)  0.227
H (-5.009, 2.413, -3.059)  0.228
H (-5.807, 1.824, -0.805)  0.229
H (-4.305, 0.807, 0.813)  0.210
H (-3.601, 0.406, 2.551)  0.210
H (-3.791, -0.471, 4.814)  0.232
H (-1.928, -1.715, 5.836)  0.234
H (0.117, -2.167, 4.530)  0.230
H (0.296, -1.387, 2.205)  0.183
N (6.776, -1.714, -2.008)  -0.343
C (6.280, -0.838, -1.450)  0.377
N (5.807, 0.160, -0.756)  -0.504
C (4.640, 0.666, -0.839)  0.434
N (3.413, 0.914, 1.137)  -1.182

Values from the calculation:
- energy relative to the best compared isomer or geometry (same formula, charge and spin) (kcal/mol) = 70.9
- HOMO-LUMO gap (eV) = 7.7
- E (eV) = -50951.0400
- HOMO level (eV) = -10.88
- charge = +1